Entry 1:
The following is a quantum chemistry calculation of a molecular structure, C56H52AsIKN7O5P2 in a non-equilibrium geometry, from the Open Molecules 2025 dataset.

CARTESIAN COORDINATES (ANGSTROEM)
K -0.796 0.612 0.748
O 4.050 5.610 -2.177
N 4.507 4.485 -2.237
O 5.622 4.235 -2.654
C 3.715 3.368 -1.776
C 4.394 2.201 -1.561
C 3.745 1.037 -1.094
C 4.431 -0.176 -0.896
C 3.728 -1.265 -0.451
C 2.374 -1.099 -0.136
N 1.711 0.017 -0.306
C 2.360 1.074 -0.806
C 1.638 2.299 -1.031
N 0.329 2.289 -0.765
C -0.384 3.370 -0.975
C 0.156 4.538 -1.516
C 1.500 4.576 -1.803
C 2.300 3.448 -1.545
H 5.462 2.174 -1.732
H 5.492 -0.222 -1.092
H 4.204 -2.221 -0.300
H 1.817 -1.918 0.294
H -1.431 3.305 -0.713
H -0.466 5.398 -1.712
H 1.946 5.470 -2.207
C 0.825 0.041 4.842
C -0.290 -0.706 5.546
As -0.020 -0.985 7.500
C 0.592 0.788 8.058
C 0.098 1.944 7.464
C 0.464 3.192 7.938
C 1.315 3.301 9.025
C 1.785 2.157 9.650
C 1.418 0.911 9.173
C 1.704 -1.921 7.303
C 1.625 -3.299 7.117
C 2.761 -4.063 6.927
C 4.006 -3.455 6.919
C 4.101 -2.087 7.108
C 2.958 -1.326 7.300
P 0.818 -0.325 3.030
C 1.447 -2.064 3.086
C 0.681 -2.964 2.349
C 0.988 -4.311 2.309
C 2.096 -4.778 2.994
C 2.855 -3.900 3.749
C 2.524 -2.557 3.815
C 2.289 0.692 2.649
C 3.568 0.213 2.395
C 4.577 1.080 2.011
C 4.316 2.429 1.851
C 3.053 2.921 2.139
C 2.051 2.061 2.542
H 1.812 -0.236 5.231
H 0.702 1.120 4.934
H -0.381 -1.719 5.131
H -1.240 -0.195 5.370
H -0.583 1.868 6.626
H 0.079 4.084 7.460
H 1.604 4.275 9.392
H 2.429 2.238 10.516
H 1.776 0.015 9.672
H 0.648 -3.773 7.123
H 2.677 -5.132 6.787
H 4.898 -4.044 6.759
H 5.072 -1.610 7.110
H 3.052 -0.257 7.452
H -0.179 -2.584 1.805
H 0.367 -4.995 1.751
H 2.363 -5.823 2.942
H 3.712 -4.265 4.295
H 3.117 -1.898 4.436
H 3.778 -0.844 2.482
H 5.566 0.695 1.809
H 5.100 3.095 1.521
H 2.852 3.979 2.051
H 1.066 2.441 2.771
I 0.902 -6.475 -0.924
C 1.293 -4.638 -1.890
C 2.290 -4.568 -2.848
C 2.531 -3.347 -3.455
C 1.759 -2.263 -3.068
N 0.783 -2.346 -2.182
C 0.550 -3.504 -1.596
H 2.860 -5.446 -3.112
H 3.292 -3.246 -4.212
H 1.929 -1.280 -3.483
H -0.251 -3.525 -0.867
C -0.866 0.719 -6.063
N -0.774 1.910 -5.235
C -2.119 2.360 -4.912
N -2.929 1.335 -4.281
C -2.977 0.174 -5.150
N -1.657 -0.344 -5.466
C -1.007 -0.894 -4.297
P -0.674 0.340 -2.897
C 0.013 1.674 -4.045
C -2.436 1.003 -2.960
H 0.144 0.346 -6.256
H -1.334 0.998 -7.013
H -2.602 2.660 -5.848
H -2.056 3.225 -4.247
H -3.464 0.465 -6.088
H -3.563 -0.616 -4.670
H -0.064 -1.345 -4.619
H -1.636 -1.688 -3.877
H 1.026 1.390 -4.355
H 0.085 2.611 -3.482
H -2.494 1.896 -2.332
H -3.089 0.236 -2.527
O -2.595 3.001 5.052
C -2.323 4.055 4.238
C -2.461 5.364 4.689
C -2.181 6.429 3.852
C -1.753 6.200 2.557
C -1.636 4.898 2.102
C -1.919 3.820 2.924
C -1.766 2.412 2.369
O -0.972 1.657 2.961
O -2.383 2.142 1.325
H -2.898 3.331 5.908
H -2.793 5.547 5.704
H -2.305 7.437 4.216
H -1.519 7.030 1.906
H -1.320 4.700 1.089

The calculation puts the largest force on an atom at 2.36 eV Å⁻¹. The energy above the lowest of the compared OMol25 structures with the same formula, charge and spin is 105.85 kJ/mol. The highest occupied orbital energy is -0.2913 Ha. The value obtained for the molar mass is 1205.9 Da. The total energy comes out at -6740.7219 hartree.

***

Entry 2:
The following is a quantum chemistry calculation of a molecular structure, C56H53IN4O5P3S3Sc in a non-equilibrium geometry, from the Open Molecules 2025 dataset.

CARTESIAN COORDINATES (ANGSTROEM)
Sc -0.497 0.866 -1.080
O 0.508 -4.048 0.008
S 0.557 -2.822 0.835
C 1.791 -3.216 2.107
C 2.120 -4.556 2.274
C 3.001 -4.924 3.273
C 3.559 -3.950 4.086
C 3.276 -2.614 3.882
C 2.389 -2.223 2.878
P 2.165 -0.453 2.462
C 3.985 -0.152 2.382
C 4.569 -0.825 1.303
C 5.914 -0.696 1.023
C 6.705 0.130 1.812
C 6.143 0.789 2.889
C 4.790 0.648 3.182
C 1.536 0.094 4.103
C 0.469 -0.654 4.614
C -0.183 -0.267 5.770
C 0.225 0.873 6.448
C 1.278 1.623 5.954
C 1.913 1.252 4.775
C -0.868 -3.015 1.946
C -0.885 -4.110 2.805
C -2.023 -4.436 3.508
C -3.169 -3.682 3.342
C -3.171 -2.598 2.491
C -2.030 -2.226 1.770
P -2.279 -0.828 0.546
C -3.468 -1.755 -0.496
C -3.224 -3.098 -0.779
C -4.081 -3.800 -1.611
C -5.179 -3.170 -2.174
C -5.403 -1.823 -1.932
C -4.543 -1.114 -1.111
C -3.337 0.176 1.674
C -4.726 0.117 1.756
C -5.401 0.885 2.695
C -4.704 1.707 3.565
C -3.318 1.738 3.519
C -2.642 0.977 2.581
H 1.689 -5.280 1.594
H 3.263 -5.964 3.407
H 4.250 -4.240 4.866
H 3.766 -1.862 4.489
H 3.945 -1.452 0.673
H 6.346 -1.227 0.186
H 7.754 0.254 1.582
H 6.753 1.427 3.515
H 4.400 1.165 4.044
H 0.143 -1.548 4.095
H -1.015 -0.851 6.141
H -0.279 1.175 7.356
H 1.610 2.510 6.478
H 2.702 1.883 4.394
H 0.003 -4.714 2.918
H -2.021 -5.288 4.174
H -4.075 -3.958 3.864
H -4.087 -2.040 2.359
H -2.362 -3.600 -0.355
H -3.882 -4.841 -1.830
H -5.853 -3.725 -2.811
H -6.231 -1.312 -2.404
H -4.694 -0.052 -0.971
H -5.293 -0.529 1.104
H -6.480 0.832 2.749
H -5.239 2.309 4.287
H -2.762 2.350 4.219
H -1.562 0.990 2.548
O -0.758 1.976 0.545
N -0.091 3.072 0.895
C -0.586 3.822 1.899
C 0.049 4.957 2.319
C 1.246 5.331 1.695
C 1.740 4.558 0.676
C 1.058 3.408 0.239
S 1.601 2.478 -1.072
H -1.508 3.456 2.327
H -0.376 5.538 3.122
H 1.769 6.223 2.011
H 2.655 4.806 0.159
O 6.052 -2.816 -8.485
S 4.980 -1.899 -8.167
O 5.333 -0.834 -7.251
O 4.124 -1.503 -9.272
C 3.768 -2.921 -7.225
N 3.414 -4.109 -7.706
C 2.476 -4.760 -7.038
C 1.877 -4.249 -5.891
C 2.308 -2.996 -5.479
N 3.251 -2.342 -6.157
C 1.789 -2.268 -4.303
C 2.440 -1.098 -3.907
C 1.936 -0.375 -2.854
N 0.820 -0.716 -2.180
C 0.216 -1.853 -2.556
C 0.662 -2.654 -3.585
H 2.188 -5.730 -7.429
H 1.132 -4.822 -5.356
H 3.313 -0.774 -4.457
H 2.432 0.532 -2.533
H -0.681 -2.129 -2.017
H 0.113 -3.552 -3.825
I -2.360 0.307 -3.173
C 0.068 5.877 -2.076
C -1.215 5.315 -1.465
P -1.574 3.549 -1.943
C -3.299 3.453 -1.250
C -4.362 4.316 -1.921
C -1.823 3.795 -3.763
C -0.547 3.413 -4.519
H 0.334 6.819 -1.595
H -0.063 6.073 -3.139
H 0.903 5.185 -1.958
H -2.063 5.926 -1.780
H -1.165 5.357 -0.373
H -3.205 3.710 -0.188
H -3.598 2.403 -1.297
H -4.113 5.375 -1.869
H -5.324 4.178 -1.427
H -4.477 4.039 -2.967
H -2.089 4.837 -3.956
H -2.640 3.157 -4.098
H 0.293 4.046 -4.236
H -0.698 3.500 -5.594
H -0.270 2.380 -4.302

The calculation puts the largest force on an atom at 1.29 eV Å⁻¹. The energy above the lowest of the compared OMol25 structures with the same formula, charge and spin is 374.88 kJ/mol. The highest occupied orbital energy is -0.2501 Ha. The value obtained for the molar mass is 1223.0 Da. The total energy comes out at -6038.0931 hartree.

***

- Among the records above, which one has the highest highest occupied orbital energy?
  C56H53IN4O5P3S3Sc